Density functional theory data (ωB97M-V/def2-TZVPD) for C8H14N3NdS as an isolated structure at a distorted geometry.

XYZ file:
```
27
Properties=species:S:1:pos:R:3
C 2.7823 1.5169 -1.3271
C 3.3962 1.3549 -0.1307
H 2.1834 2.3918 -1.5328
H 2.8495 0.7537 -2.0929
H 4.0288 0.4832 0.0718
H 3.4390 2.1531 0.6047
Nd -0.8295 -1.0963 0.9349
C -0.4475 -2.6771 -0.9921
C 0.8926 -2.3619 -0.6167
C -0.0619 -3.5449 1.1163
C -1.0306 -3.4284 0.0921
H 1.6730 -1.9805 -1.2963
H 2.1252 -2.9420 1.1659
H -0.1986 -4.0549 2.0712
C 1.1360 -2.9070 0.6828
H -2.0726 -3.7515 0.1484
H -0.8893 -2.4886 -1.9792
N -1.3241 1.4079 1.8511
N -1.2843 2.3086 0.6734
C -2.1064 1.9934 -0.3715
N -2.4590 3.0286 -1.1474
S -2.5219 0.3567 -0.6890
H -2.2494 1.4845 2.3103
H -0.7252 1.8232 2.5725
H -1.1484 3.3017 0.8709
H -3.0732 2.9038 -1.9327
H -2.0840 3.9713 -1.0578
```

Properties
Frontier orbital gap (spin up / spin down) ... 7.61 / 7.81 eV
Charge ... +2
Spin multiplicity ... 4
Electronic energy ... -39088.6161 eV